1.
186
Properties=species:S:1:pos:R:3:lowdin_charge:R:1 method="wB97M-V/def2-TZVPD" de_lowest_kcal_mol=59.7 energy_ev=-182092.4004 homo_energy_ev=-10.24 smiles="CCOP(=O)(OCC)OCC.CCOP(=O)(OCC)OCC.CCOP(=O)(OCC)OCC.CCOP(=O)(OCC)OCC.CCOP(=O)(OCC)OCC.CCOP(=O)(OCC)OCC.O=S1(=O)CCCC1.O=S1(=O)CCCC1" homo_lumo_gap_ev=10.670
C -1.693 -7.640 14.691 -0.07
C -0.676 -8.494 13.957 -0.27
O -0.273 -7.800 12.765 -0.19
P -1.153 -8.019 11.407 0.44
O -0.629 -7.281 10.301 -0.20
O -1.097 -9.652 11.333 -0.20
C 0.205 -10.294 11.253 -0.26
C 0.282 -11.492 10.311 -0.05
O -2.684 -7.692 11.761 -0.18
C -3.266 -6.432 11.495 -0.29
C -4.718 -6.332 11.962 -0.08
H -2.620 -7.440 14.154 0.06
H -2.022 -8.137 15.603 0.08
H -1.256 -6.688 14.989 0.08
H 0.183 -8.719 14.591 0.13
H -1.225 -9.398 13.691 0.08
H 0.967 -9.587 10.927 0.11
H 0.506 -10.551 12.268 0.11
H 0.624 -11.329 9.289 0.07
H 1.056 -12.144 10.717 0.05
H -0.714 -11.933 10.343 0.09
H -2.960 -5.603 12.132 0.11
H -3.088 -6.125 10.465 0.12
H -5.296 -6.847 11.195 0.07
H -4.991 -6.792 12.912 0.08
H -5.017 -5.289 12.063 0.08
C 4.915 -16.826 15.542 -0.07
C 5.797 -18.052 15.762 -0.25
O 7.197 -17.795 15.720 -0.18
P 7.882 -16.851 16.893 0.56
O 6.894 -16.311 17.893 -0.26
O 8.641 -15.630 16.111 -0.19
C 8.793 -14.392 16.831 -0.27
C 9.649 -13.417 15.996 -0.06
O 8.961 -17.790 17.677 -0.16
C 9.985 -17.227 18.465 -0.33
C 10.871 -18.197 19.151 -0.07
H 5.132 -16.348 14.587 0.04
H 3.847 -16.969 15.707 0.08
H 5.028 -16.117 16.363 0.05
H 5.576 -18.538 16.712 0.12
H 5.557 -18.753 14.962 0.10
H 7.883 -13.857 17.104 0.11
H 9.303 -14.525 17.785 0.10
H 10.683 -13.662 15.753 0.08
H 9.121 -13.199 15.068 0.06
H 9.683 -12.426 16.449 0.08
H 10.590 -16.516 17.901 0.11
H 9.557 -16.533 19.188 0.12
H 10.302 -18.627 19.975 0.08
H 11.126 -18.994 18.453 0.08
H 11.808 -17.820 19.561 0.09
C 6.136 -14.192 13.504 -0.06
C 6.702 -12.847 12.987 -0.22
O 6.198 -12.752 11.656 -0.20
P 7.091 -12.184 10.457 0.50
O 8.294 -12.991 10.074 -0.24
O 5.963 -12.090 9.278 -0.18
C 4.697 -11.502 9.484 -0.25
C 4.687 -9.928 9.784 -0.04
O 7.384 -10.637 10.888 -0.21
C 8.194 -9.779 10.191 -0.32
C 8.180 -8.333 10.734 -0.05
H 6.435 -15.026 12.868 0.08
H 6.365 -14.478 14.530 0.06
H 5.055 -14.109 13.398 0.06
H 6.222 -12.081 13.596 0.12
H 7.788 -12.766 12.950 0.11
H 4.148 -11.607 8.548 0.09
H 4.076 -12.057 10.187 0.10
H 5.122 -9.667 10.749 0.06
H 5.261 -9.517 8.955 0.07
H 3.659 -9.578 9.688 0.07
H 9.191 -10.205 10.308 0.11
H 8.035 -9.874 9.117 0.12
H 7.310 -7.740 10.453 0.07
H 8.262 -8.421 11.818 0.08
H 9.012 -7.721 10.385 0.07
C 4.028 -13.385 16.582 -0.05
C 2.922 -13.971 17.494 -0.26
O 1.640 -13.490 17.081 -0.17
P 0.434 -14.563 17.069 0.49
O -0.029 -15.172 18.340 -0.23
O -0.774 -13.685 16.458 -0.17
C -0.917 -13.433 15.080 -0.28
C -1.579 -12.055 14.922 -0.05
O 0.814 -15.550 15.791 -0.20
C -0.163 -16.548 15.572 -0.28
C 0.469 -17.696 14.711 -0.04
H 3.695 -12.366 16.384 0.08
H 4.969 -13.342 17.130 0.07
H 4.085 -13.937 15.644 0.05
H 2.933 -15.055 17.384 0.09
H 3.149 -13.795 18.546 0.12
H -0.109 -13.688 14.394 0.11
H -1.724 -14.096 14.768 0.10
H -1.422 -11.593 13.947 0.06
H -2.647 -12.101 15.131 0.08
H -1.128 -11.366 15.637 0.08
H -0.587 -17.035 16.449 0.12
H -0.993 -16.051 15.070 0.10
H -0.322 -18.397 14.444 0.08
H 0.822 -17.255 13.778 0.04
H 1.249 -18.196 15.283 0.08
C 7.106 -15.387 8.328 -0.04
C 5.962 -16.444 8.119 -0.28
O 6.058 -17.522 9.027 -0.19
P 6.699 -18.980 8.592 0.48
O 8.142 -19.024 8.657 -0.20
O 6.018 -19.985 9.681 -0.21
C 6.399 -19.816 11.073 -0.25
C 5.473 -20.476 12.056 -0.06
O 5.870 -19.401 7.253 -0.20
C 6.471 -20.427 6.434 -0.24
C 5.498 -20.920 5.314 -0.06
H 8.043 -15.862 8.620 0.08
H 7.289 -14.735 7.474 0.08
H 6.755 -14.797 9.174 0.03
H 5.004 -15.924 8.120 0.10
H 6.018 -16.773 7.081 0.10
H 7.426 -20.174 11.140 0.12
H 6.356 -18.746 11.275 0.10
H 4.477 -20.032 12.067 0.06
H 5.319 -21.549 11.948 0.08
H 5.811 -20.093 13.019 0.07
H 7.306 -19.963 5.910 0.11
H 6.946 -21.204 7.034 0.11
H 5.989 -21.658 4.680 0.08
H 4.529 -21.245 5.693 0.04
H 5.299 -20.089 4.638 0.07
C 4.679 -23.500 7.684 -0.05
C 3.908 -22.335 8.335 -0.25
O 2.765 -21.911 7.560 -0.20
P 2.084 -20.425 7.770 0.55
O 2.154 -19.846 9.169 -0.25
O 0.577 -20.549 7.218 -0.19
C 0.233 -20.875 5.914 -0.31
C -0.641 -22.039 6.145 -0.09
O 2.786 -19.549 6.567 -0.22
C 2.623 -18.101 6.633 -0.23
C 2.293 -17.671 5.194 -0.06
H 4.926 -23.163 6.677 0.05
H 5.595 -23.722 8.231 0.08
H 4.100 -24.405 7.499 0.08
H 3.563 -22.602 9.334 0.12
H 4.536 -21.455 8.471 0.08
H -0.304 -20.017 5.511 0.12
H 1.051 -21.105 5.231 0.13
H -1.185 -22.316 5.241 0.08
H -0.156 -22.853 6.682 0.09
H -1.528 -21.778 6.722 0.08
H 1.864 -17.690 7.298 0.11
H 3.540 -17.627 6.983 0.10
H 2.524 -16.609 5.113 0.05
H 2.817 -18.290 4.465 0.08
H 1.251 -17.861 4.939 0.07
O 2.243 -12.369 7.188 -0.34
S 2.193 -13.345 6.117 0.71
O 3.221 -14.358 5.898 -0.35
C 0.554 -14.310 6.116 -0.18
C 0.060 -14.433 4.627 -0.19
C 0.446 -13.073 3.984 -0.20
C 1.807 -12.514 4.511 -0.20
H -0.195 -13.655 6.562 0.10
H 0.753 -15.207 6.704 0.07
H 0.453 -15.336 4.160 0.09
H -1.011 -14.626 4.579 0.11
H -0.336 -12.314 3.955 0.11
H 0.622 -13.133 2.910 0.10
H 1.604 -11.505 4.871 0.09
H 2.670 -12.499 3.846 0.10
O 0.761 -14.523 11.844 -0.35
S 1.595 -15.122 10.791 0.75
O 1.435 -14.831 9.330 -0.37
C 3.389 -15.097 11.279 -0.18
C 3.724 -16.366 12.159 -0.20
C 2.851 -17.518 11.638 -0.20
C 1.555 -16.978 10.933 -0.18
H 3.657 -14.094 11.610 0.08
H 3.928 -15.343 10.364 0.09
H 4.747 -16.737 12.212 0.10
H 3.419 -16.201 13.192 0.08
H 2.638 -18.207 12.456 0.10
H 3.455 -18.095 10.938 0.09
H 0.676 -17.245 11.519 0.08
H 1.467 -17.392 9.929 0.07

***

2.
12
Properties=species:S:1:pos:R:3:lowdin_charge:R:1 method="wB97M-V/def2-TZVPD" de_lowest_kcal_mol=88.9 energy_ev=-8232.8435 homo_energy_ev=-9.18 homo_lumo_gap_ev=9.658
N 1.104 -0.251 1.739 -0.04
C 0.023 -0.976 1.533 -0.04
C -1.015 0.676 -0.974 -0.27
O 0.113 1.499 -0.805 -0.06
C -0.761 -0.407 -1.953 -0.19
N -0.516 -1.260 -2.694 0.14
H 1.016 0.635 2.224 0.09
H 2.067 -0.520 1.535 0.11
H 0.371 -1.906 1.040 0.01
H -1.321 0.207 -0.029 0.07
H -1.832 1.305 -1.337 0.13
H 0.751 0.999 -0.279 0.06